[1]
{
  "formula": "C5H14IN2",
  "method": "ωB97M-V with the def2-TZVPD basis set",
  "charge": 1,
  "orbital_gap_ev": 8.9,
  "energy_ha": -605.7840,
  "species": ["N", "H", "H", "H", "C", "H", "C", "H", "H", "H", "H", "H", "N", "H", "C", "C", "C", "H", "H", "I", "H", "H"],
  "xyz": [[0.371690, 0.455754, 0.396079], [1.994270, -0.182113, -1.597775], [-0.275540, -1.474565, 1.360418], [-1.138611, 2.690989, 0.517747], [-0.673046, 0.831107, -0.482326], [1.682210, -2.314940, 0.348205], [-1.636150, 1.845556, 0.200317], [-0.704278, -0.031571, 2.162122], [-0.078530, 1.473843, -1.334198], [-1.648826, -0.937742, -0.241831], [1.037141, 1.190958, 0.669737], [-0.615890, -1.109534, -1.489904], [1.815033, -1.983773, -0.524507], [0.927541, -0.423049, 2.201108], [-1.330384, -0.340990, -1.079588], [0.097789, -0.363968, 1.584309], [2.052490, -0.692570, -0.708690], [-2.165187, -0.104428, -1.753729], [-2.278178, 2.253073, -0.595136], [3.594446, 0.162160, 0.448445], [1.141932, -2.463526, -1.120315], [-2.169929, 1.519337, 1.039503]],
  "forces_ev_per_a": [[2.93, -1.72, 1.15], [-0.76, 0.59, -2.20], [1.11, 2.13, -0.07], [1.64, 1.78, 0.72], [0.89, 4.05, -1.92], [0.44, -1.22, 3.90], [-0.11, -0.76, -2.90], [-1.36, 1.07, 0.93], [-1.57, -1.42, 1.75], [-1.16, -0.16, 0.37], [-0.87, -0.09, -0.34], [-0.50, 1.23, -0.49], [-0.93, 1.57, -3.92], [1.79, -0.06, 1.02], [0.19, -2.00, -0.18], [-1.57, -2.65, -2.43], [0.65, -0.78, 3.62], [0.47, -0.21, 0.25], [-0.32, -0.43, 0.43], [-0.21, -0.23, -0.13], [0.32, 0.35, -0.49], [-1.06, -1.03, 0.93]]
}

[2]
{
  "formula": "C3H62Br2O28Si",
  "method": "ωB97M-V with the def2-TZVPD basis set",
  "orbital_gap_ev": 9.3,
  "energy_ha": -7695.6865,
  "species": ["H", "O", "H", "H", "O", "O", "O", "H", "O", "H", "O", "H", "H", "H", "Si", "H", "H", "H", "H", "H", "H", "H", "H", "H", "H", "H", "Br", "H", "O", "H", "H", "O", "H", "O", "O", "H", "H", "H", "H", "O", "H", "H", "H", "H", "H", "H", "H", "H", "H", "C", "H", "H", "H", "O", "H", "H", "O", "O", "O", "O", "O", "H", "H", "O", "H", "H", "O", "C", "O", "H", "H", "O", "H", "C", "H", "H", "O", "O", "H", "Br", "H", "H", "O", "H", "H", "O", "H", "O", "H", "H", "H", "H", "H", "O", "H", "O"],
  "xyz": [[-1.460625, 6.778967, 4.223367], [-3.310013, -1.888996, 3.490042], [-8.833927, 0.951555, 3.603311], [-3.442619, 2.138669, 0.661100], [-2.383044, 4.537960, 1.512440], [3.347371, 0.635884, -4.080711], [-8.188093, -2.665244, -0.406922], [-0.046711, -5.161273, -1.320720], [-2.947659, -4.671308, 5.313066], [-2.809591, -1.406639, 2.819942], [1.965737, 1.526553, -1.767189], [-0.828844, -6.654749, 0.452713], [0.708319, 3.632917, -1.003713], [-3.183668, -1.371397, 4.294443], [-0.591669, 1.184403, 0.953767], [0.748695, 0.998500, 0.397272], [12.729389, 1.995931, -2.278183], [-6.380855, 0.215591, 3.176396], [-1.804667, 4.818603, 0.793979], [0.758884, -4.983404, 0.920290], [12.615849, 5.509995, -1.550218], [13.908960, 1.047265, -2.056225], [-4.733871, 4.511145, -2.593608], [-2.172872, 5.129783, 2.246291], [5.072720, 3.632633, -2.873813], [-0.848514, -3.971207, -0.780889], [-4.163781, -1.179186, -0.886780], [-3.841051, 0.926937, 1.898638], [-0.105222, -1.773764, -4.324736], [-8.225858, 0.698922, 4.976451], [-9.141502, -2.788980, -0.445182], [-2.171351, 6.132649, 4.163452], [-1.768682, -6.799263, 1.648017], [5.141586, 0.372673, -0.948726], [-6.015157, 1.021993, -2.855240], [1.366705, -5.371645, 2.268881], [3.927354, 0.400159, -4.811146], [-5.324211, 1.682664, -2.719965], [-5.164020, -6.668123, -0.200798], [4.790781, 2.931135, -2.278607], [-5.140614, -0.669772, 3.299184], [5.969367, 0.868420, -1.020951], [-2.496690, -5.855914, -1.471941], [-0.508314, 4.208308, -1.717264], [8.801016, 1.224797, -1.343917], [-0.701158, 0.924489, 2.394464], [4.708491, 0.564824, -1.787257], [-6.715577, -3.520536, 0.681358], [2.465611, -3.493739, 0.551269], [-3.094577, 0.078982, 0.097564], [13.399938, 4.239366, -1.913939], [1.344345, 1.350742, -2.481400], [7.970499, 2.420776, -0.952589], [7.886842, 1.505238, -1.237513], [-4.029668, 4.041610, -3.863119], [1.874269, 6.261019, -1.540822], [-5.430734, -6.704764, 0.725482], [-0.588322, -4.875093, -0.573720], [1.536045, -4.844509, 1.482319], [-5.833441, -3.862405, 0.888461], [2.616676, 6.353339, -0.934434], [10.983727, 3.566272, -1.952782], [0.848089, -1.843635, -4.439259], [-5.442254, 0.243339, 3.401088], [9.730423, 3.207773, -2.770286], [2.366941, 5.791345, -0.194279], [0.096856, 4.382601, -0.988652], [-1.769638, -0.028536, 0.108092], [13.669680, 1.978126, -2.065318], [-4.889799, 1.167020, 0.510711], [-0.218272, -1.564589, -3.391409], [-3.208300, -6.495961, -1.380829], [-5.235554, -3.233703, 0.466406], [-3.851408, 1.141843, 0.833181], [-3.750834, -4.475095, 5.803941], [-5.656178, -5.790568, 0.943711], [-1.074187, -7.259495, 1.163422], [10.160011, 3.051581, -1.923778], [2.602777, 0.806253, -1.831593], [-0.876654, -1.486026, -0.742431], [-2.118052, 5.630468, 4.982553], [3.152546, 1.570463, -4.202798], [-4.381162, 3.726554, -3.024945], [-5.888254, 0.389133, -2.139607], [1.730362, -0.232690, 4.124324], [-8.467926, 0.254236, 4.157460], [3.476934, -2.755757, -0.345255], [12.506760, 4.590509, -1.808039], [-1.080474, 2.546939, 0.703392], [1.168617, -1.346500, 3.252349], [4.030357, 3.291114, -1.808483], [-3.032058, -6.914882, -0.528788], [-7.890356, -2.767786, -1.317175], [1.240319, -0.387200, 3.310581], [-2.791085, -3.877888, 4.787833], [2.539254, -2.944384, -0.241402]],
  "forces_ev_per_a": [[-0.02, 0.02, 0.01], [0.01, 0.11, 0.11], [-0.08, -0.03, 0.02], [0.23, -0.06, 0.06], [0.02, 0.15, -0.13], [-0.09, -0.17, -0.11], [0.03, 0.03, -0.07], [0.07, 0.13, 0.02], [0.10, 0.14, 0.08], [0.05, -0.09, -0.03], [-0.28, 0.35, -0.06], [-0.13, 0.05, 0.13], [-0.04, -0.05, 0.07], [0.01, 0.04, -0.03], [-0.30, 0.07, 0.21], [0.05, -0.10, 0.08], [-0.02, -0.10, 0.07], [-0.06, -0.04, 0.23], [0.08, -0.10, 0.03], [0.04, 0.14, -0.03], [-0.09, 0.00, 0.01], [0.03, 0.01, 0.01], [-0.05, -0.04, 0.04], [-0.13, -0.01, 0.17], [0.00, 0.06, 0.08], [-0.06, 0.16, 0.14], [0.07, 0.12, 0.24], [-0.10, 0.12, 0.07], [0.07, 0.00, 0.02], [0.05, -0.05, 0.01], [0.00, -0.02, 0.07], [0.09, 0.03, -0.09], [0.00, -0.02, 0.04], [-0.15, -0.17, -0.06], [-0.02, 0.01, 0.12], [0.06, -0.03, -0.01], [0.02, -0.02, 0.03], [-0.05, 0.12, -0.12], [-0.03, 0.11, 0.06], [0.02, 0.16, -0.21], [0.02, -0.02, 0.02], [0.10, -0.08, 0.05], [0.03, 0.08, 0.06], [-0.04, 0.00, 0.03], [0.02, 0.03, 0.01], [0.03, 0.01, 0.08], [0.13, 0.08, -0.07], [-0.05, -0.03, -0.02], [-0.04, -0.09, -0.01], [0.11, -0.14, -0.25], [-0.06, -0.17, 0.06], [0.03, -0.14, 0.00], [0.04, 0.01, -0.01], [-0.17, 0.01, 0.02], [-0.05, -0.06, -0.04], [-0.05, -0.03, 0.06], [0.04, -0.27, -0.03], [0.10, -0.42, -0.26], [-0.17, -0.12, 0.16], [-0.09, 0.20, -0.03], [0.05, -0.07, -0.07], [-0.08, 0.19, 0.14], [0.00, 0.02, -0.01], [-0.05, -0.14, -0.02], [0.00, -0.01, 0.00], [-0.02, 0.04, 0.03], [0.13, 0.03, -0.15], [0.00, -0.14, -0.16], [-0.07, 0.10, -0.08], [-0.02, -0.06, 0.09], [-0.06, 0.03, 0.03], [-0.06, -0.10, 0.03], [0.05, -0.12, 0.13], [-0.19, 0.08, -0.29], [-0.04, -0.07, -0.03], [0.10, 0.15, -0.09], [0.00, 0.02, -0.06], [0.14, -0.13, -0.13], [0.04, 0.01, 0.09], [0.22, 0.16, -0.02], [-0.03, -0.05, -0.03], [0.17, 0.05, 0.14], [0.11, 0.00, 0.06], [0.02, 0.04, -0.09], [0.03, 0.01, -0.03], [0.06, 0.11, -0.14], [-0.03, 0.08, 0.02], [0.21, 0.11, -0.09], [-0.01, -0.02, -0.12], [0.06, 0.01, -0.10], [-0.02, -0.08, 0.03], [0.01, -0.07, -0.02], [0.00, -0.01, 0.00], [0.01, -0.15, 0.17], [-0.08, -0.04, -0.16], [0.04, 0.11, -0.17]]
}

[3]
{
  "formula": "C8H30CrF4N2O17S4",
  "method": "ωB97M-V with the def2-TZVPD basis set",
  "s2": 3.776,
  "charge": 1,
  "orbital_gap_ev": [2.9, 4.4],
  "multiplicity": 4,
  "energy_ha": -4747.5955,
  "species": ["H", "O", "H", "H", "C", "H", "H", "H", "H", "S", "H", "H", "O", "O", "F", "O", "H", "S", "H", "H", "H", "N", "C", "H", "O", "H", "O", "C", "F", "C", "H", "H", "O", "O", "O", "O", "C", "O", "H", "C", "N", "O", "H", "H", "H", "O", "H", "H", "S", "C", "H", "O", "Cr", "H", "H", "H", "O", "O", "C", "F", "F", "S", "H", "O", "H", "H"],
  "xyz": [[3.187374, -0.354718, 3.474140], [0.692334, -2.675458, -0.159920], [-1.396366, 3.017292, -1.009400], [-1.471776, 1.308502, 4.337710], [1.553204, -1.372298, -3.598680], [2.545034, -2.799368, -2.356040], [-1.890796, 4.224982, -2.041400], [3.016304, -1.842888, 3.255070], [-2.271636, 3.344782, 1.164460], [-0.103346, -2.385528, 1.021940], [-4.505166, 3.377352, -3.324790], [-2.873046, 1.341302, -2.004560], [-1.269566, -3.184418, 1.360930], [-2.311976, 3.282702, 2.118800], [2.212984, -0.008628, 0.535350], [3.749424, -3.733848, 2.937370], [0.418234, -1.566168, 5.229000], [-1.411496, -0.475628, 0.431950], [4.521464, -3.793508, 2.374680], [2.189404, -4.619088, -0.829170], [1.980374, -3.037148, -4.942040], [-0.148956, -0.953668, 1.610170], [3.580244, -1.646088, -4.722470], [-0.962936, -1.672188, 4.618240], [-4.520116, -1.798548, 2.368810], [1.532274, -0.284098, -3.657610], [-0.926216, -0.550798, -0.957330], [-4.640006, 3.487602, -1.257740], [0.826034, 3.524012, 3.457820], [-4.337226, 2.685772, -2.499190], [-2.809986, 4.054312, 2.388650], [-5.462116, 3.067622, -0.678200], [1.252484, 1.815072, -0.528320], [-0.113076, -1.248198, 4.499040], [2.878884, -5.022378, -0.301720], [-3.384736, 3.549032, -0.502820], [-2.899356, 2.340272, -2.439840], [-1.160996, 1.193002, 3.439770], [2.614684, -1.216928, -1.600000], [2.676504, -1.736048, -2.556450], [1.434624, 1.466672, 2.019340], [0.898094, 4.091372, 1.223110], [-5.022636, 1.852462, -2.653820], [3.856544, -0.716328, -5.219770], [-5.024196, 4.450752, -1.593680], [2.543524, -1.011828, 3.209760], [-3.913456, -1.342708, 1.785360], [2.517634, -5.869868, -0.041950], [2.100254, 1.597782, 0.604750], [2.132264, -1.961328, -4.854620], [0.603324, -1.754318, -3.224670], [-2.819476, -0.823458, 0.748110], [0.622044, 0.060322, 3.095580], [1.737844, -1.351618, -5.667500], [4.142544, -2.443288, -5.208660], [-1.450736, 1.982222, 2.982150], [3.476644, 2.020002, 0.387890], [3.876514, -1.599748, -3.319740], [-2.295396, 3.354212, -1.525480], [0.966784, -2.939338, 2.127200], [-1.516446, 1.081502, 0.654170], [1.633584, 3.230022, 2.120140], [3.257604, -4.534698, 2.755740], [2.996494, 3.626772, 2.519370], [-2.367096, 2.350602, -3.390990], [-4.943206, -2.452118, 1.811980]],
  "forces_ev_per_a": [[0.60, 0.42, -0.10], [-2.11, 1.52, 1.46], [-0.19, -0.41, 0.38], [-0.19, -0.14, 0.55], [0.81, -0.07, 2.25], [0.02, -0.30, 0.37], [-1.01, 0.68, 0.01], [0.02, -1.88, -0.39], [-0.38, -0.01, -0.71], [4.18, -9.49, 0.33], [-0.09, -0.19, -0.32], [0.66, -0.08, 0.04], [1.10, 1.98, -1.09], [0.59, -0.49, 0.88], [0.49, -0.03, 0.13], [-0.07, 0.68, 0.47], [0.59, -0.22, 0.31], [-4.27, 3.35, -3.59], [0.25, 0.00, -0.27], [-0.19, 0.25, -0.17], [-0.32, 0.15, -0.18], [-2.75, 3.47, -1.44], [0.84, -0.45, 0.13], [-0.82, -0.15, -0.46], [-0.37, -0.13, 0.72], [-0.26, 0.07, -0.13], [-0.77, -0.68, 3.97], [0.09, 0.00, 0.46], [-0.11, -1.40, 0.09], [-1.39, 0.91, -1.43], [-0.13, 0.18, 0.14], [0.49, -0.23, 0.53], [-0.71, 0.78, 1.60], [0.47, 0.60, 0.01], [0.26, 0.04, 0.32], [0.57, 0.56, -1.60], [0.98, -1.08, -0.10], [1.92, -2.07, 0.56], [0.57, 0.39, -0.35], [-1.09, -0.68, -1.87], [-0.03, 4.39, 1.73], [0.92, -2.51, 0.10], [0.25, -0.12, 0.10], [0.03, 0.24, 0.27], [0.53, 0.49, 0.48], [-1.58, 2.16, 0.49], [-0.16, -0.13, 0.13], [-0.06, -0.30, -0.03], [3.85, -6.05, -9.06], [-1.03, 0.85, -0.33], [-0.14, 0.04, -0.39], [4.79, 0.31, -0.88], [-0.72, -0.79, -0.76], [-0.21, -0.80, -0.52], [0.43, 0.02, 0.21], [-0.71, 1.74, -1.48], [-2.28, -0.10, 2.05], [0.35, 0.52, 0.53], [-0.37, -0.29, 1.53], [-0.59, 0.74, 0.15], [1.20, -0.46, 0.83], [1.08, 6.71, 4.73], [-0.27, -0.14, -0.16], [-3.16, -1.98, -1.09], [-0.25, -0.26, -0.10], [-0.15, -0.19, -0.03]]
}